Record 1
Here is an isolated molecule of C14H13ClFNO2 at a distorted geometry from the OMol25 dataset. Energies are from ωB97M-V/def2-TZVPD.

Results
**SMILES string**: Cc1ccc(C(=O)CCNc2ccc(F)c(Cl)c2)o1

Each line ends with the Mulliken charge.
CARTESIAN COORDINATES (ANGSTROEM)
C 4.4961 2.1300 -0.2911  -1.2280
C 3.0618 2.4675 -0.4694  0.5360
C 2.4500 3.4352 -1.2249  -0.5282
C 1.0689 3.2916 -1.0104  -0.5268
C 0.9202 2.2400 -0.1325  0.2835
C -0.2834 1.6543 0.4317  0.5754
O -1.3917 2.0746 0.1630  -0.6992
C -0.0454 0.4832 1.3654  -0.3035
H 0.6633 0.7856 2.1382  0.4643
H 0.4190 -0.3191 0.7860  0.3276
C -1.3555 -0.0109 1.9947  -1.2919
N -2.2931 -0.5088 1.0195  -0.2725
C -2.0936 -1.6620 0.3063  0.6739
C -2.8187 -1.8535 -0.8777  -0.4685
C -2.7145 -3.0273 -1.5962  0.0438
C -1.8724 -4.0363 -1.1445  0.2995
C -1.1459 -3.8658 0.0185  -0.7220
C -1.2505 -2.6927 0.7388  -0.3398
H -0.6767 -2.5883 1.6448  0.3047
H -0.4979 -4.6620 0.3496  0.3988
F -1.7513 -5.1889 -1.8379  -0.3489
Cl -3.6204 -3.2342 -3.0524  -0.2057
H -3.4707 -1.0713 -1.2341  0.3719
H -2.7375 0.2341 0.4966  0.2835
H -1.1450 -0.7896 2.7312  0.3885
H -1.8399 0.8228 2.5084  0.4070
O 2.1448 1.7451 0.1911  -0.3263
H 0.2737 3.8703 -1.4331  0.5207
H 2.9347 4.1546 -1.8524  0.4535
H 5.1087 2.7894 -0.8977  0.3231
H 4.6803 1.0973 -0.5843  0.3045
H 4.7828 2.2352 0.7546  0.3012

---

Record 2
Here is an isolated molecule of C13H15N at a distorted geometry from the OMol25 dataset. Energies are from ωB97M-V/def2-TZVPD.

Results
**SMILES string**: C=C=CCN1CCc2ccccc2C1

Each line ends with the Mulliken charge.
CARTESIAN COORDINATES (ANGSTROEM)
C -5.0812 0.6549 -0.4798  -0.9646
C -4.0006 -0.0901 -0.5641  -0.2688
C -2.9000 -0.6590 -0.4564  0.3648
C -2.1465 -0.7364 0.8974  -0.9429
C -0.8261 0.8394 -0.0364  -0.6524
C 0.3622 1.5798 0.2122  -1.0987
C 1.6890 0.7220 0.0796  0.6684
C 2.9638 1.3521 0.0514  -0.4911
C 4.0070 0.5766 -0.2195  -0.4401
C 3.8669 -0.7958 -0.2842  -0.3173
C 2.4900 -1.4586 -0.3445  -0.9173
C 1.4751 -0.5735 -0.0778  0.3629
C -0.0661 -1.2399 0.2458  -0.4153
H -5.9472 0.3441 0.3713  0.1821
H -5.2310 1.6263 -0.8807  0.3107
H -2.4771 -1.3171 -1.1073  0.4934
H -2.8022 -0.1937 1.5398  0.4442
H -2.1646 -1.7012 1.5505  0.3558
H -0.7150 0.6941 -0.9856  0.5250
H -1.7481 1.5263 0.1674  0.2763
H 0.6041 2.4292 -0.5765  0.3366
H 0.4711 2.0682 1.1489  0.4929
H 2.8355 2.4158 0.6449  0.1873
H 5.1046 0.8812 -0.3194  0.2763
H 4.8352 -1.5526 -0.3917  0.1936
H 2.3236 -2.3881 -0.6133  0.6182
H -0.4022 -1.4810 -0.8984  0.1376
H -0.2078 -2.3203 0.7496  0.2066
N -0.7829 -0.2944 0.7798  0.0757

---

E_LUMO (eV)
0.24, 0.86
HOMO (eV)
-7.8, -8.4